{"formula": "C4H30N2O13", "method": "wB97M-V/def2-TZVPD", "homo_ev": -10.288, "e_tot_ev": -34234.657, "orbital_gap_ev": 10.35, "smiles": "CCC(=O)NC(N)=O.O.O.O.O.O.O.O.O.O.O.O", "e_lumo_ev": 0.06, "de_lowest_kj_mol": 209.5, "elements": ["O", "O", "O", "O", "O", "O", "O", "O", "O", "O", "O", "O", "O", "N", "N", "C", "C", "C", "C", "H", "H", "H", "H", "H", "H", "H", "H", "H", "H", "H", "H", "H", "H", "H", "H", "H", "H", "H", "H", "H", "H", "H", "H", "H", "H", "H", "H", "H", "H"], "xyz": [[3.30709, 2.67563, 0.37563], [-0.90076, 2.76721, -1.35020], [2.43284, 3.33832, -2.54070], [1.27631, -2.57397, 3.41604], [-1.17802, -2.28661, 2.26789], [0.56205, 0.52430, 1.71959], [-1.69803, 0.64168, -2.88508], [-0.03659, -2.97698, -2.63902], [-3.21038, 0.16994, -0.64044], [-2.10444, -2.39455, -0.47053], [0.66966, -0.52972, -3.72813], [-2.81672, 0.18000, 1.89153], [1.50329, 0.49736, 4.34520], [-0.44388, 0.79952, -0.32375], [-1.00070, 2.75342, 0.91227], [0.98000, -1.13692, 0.04121], [2.35642, -0.78044, -0.46050], [-0.78424, 2.18123, -0.28892], [0.35941, 0.13245, 0.58293], [2.77552, -0.08312, 0.27740], [0.87343, -1.98839, 0.70214], [3.08374, -1.57396, -0.48485], [-4.01766, -0.32223, -0.48465], [-1.52529, -1.41117, 2.04784], [-2.68605, -1.61765, -0.53839], [-2.48790, -0.02519, 0.99369], [3.44959, 1.97650, 1.02483], [0.44112, -3.70535, -2.22382], [0.70893, -0.59195, -4.68528], [-1.28010, 1.51415, -2.99704], [-0.99662, 3.75910, 0.90599], [0.39205, -1.39024, -3.35821], [-1.01080, -0.01212, -3.11800], [-1.80037, -2.69973, 2.87460], [-2.79418, 0.28047, -1.51107], [1.58898, -1.86591, 3.98815], [-1.56743, -2.21702, 0.32493], [-2.94533, 1.12549, 1.98263], [0.57583, 0.75341, 4.36440], [3.25278, 3.45278, 0.94526], [0.33587, -1.46460, -0.78927], [-0.84526, 0.22779, -1.07130], [1.49752, 3.09872, -2.55463], [2.70856, 3.04682, -1.66241], [1.87333, 1.09756, 3.69099], [-0.74361, 2.22119, 1.73206], [-0.92934, -3.09658, -2.27687], [2.37913, -0.18459, -1.37969], [0.42024, -2.28604, 3.05558]], "forces_ev_per_a": [[-0.05, 0.09, 0.51], [-0.02, 0.29, 0.18], [-0.26, -0.15, 0.17], [0.09, -0.21, 0.03], [0.08, 0.02, -0.43], [0.08, 0.49, -0.26], [-0.28, -0.39, -0.06], [-0.41, -0.52, 0.19], [0.44, 0.26, 1.03], [0.15, 0.22, 0.06], [-0.23, 0.16, 0.48], [0.41, -1.07, 0.63], [0.07, 0.23, 0.42], [0.18, -0.28, 0.80], [0.19, -0.41, 0.04], [-1.56, -0.19, -1.40], [0.97, 1.25, 0.76], [-0.10, -0.46, -0.93], [-0.46, -0.44, 0.48], [0.13, -0.17, 0.04], [0.67, 0.28, 0.78], [-0.08, -0.57, -0.32], [-0.32, 0.24, -1.00], [-0.23, 0.21, 0.84], [0.39, -0.27, -0.10], [-0.62, 1.11, 0.23], [0.00, -0.24, -0.28], [0.27, 0.18, -0.17], [-0.04, -0.25, 0.00], [-0.13, -0.32, 0.37], [-0.04, 0.01, 0.15], [0.47, -0.21, -0.44], [0.05, 0.55, -0.44], [-0.15, 0.12, -0.08], [-0.76, -0.21, -0.92], [-0.10, 0.20, -0.14], [-0.29, -0.62, -0.30], [0.14, 0.08, -0.44], [-0.04, -0.18, -0.02], [-0.02, 0.17, -0.30], [0.34, 0.19, -0.12], [0.64, 0.93, -0.03], [0.03, 0.10, -0.10], [0.19, 0.01, 0.04], [0.02, -0.23, -0.15], [0.19, 0.14, 0.01], [-0.02, 0.34, 0.07], [-0.32, -0.50, -0.09], [0.34, 0.02, 0.19]]}

=====

{"formula": "C18H17Cl2HfN3O2", "method": "wB97M-V/def2-TZVPD", "total_charge": 2, "homo_ev": -14.367, "e_tot_ev": -53848.153, "orbital_gap_ev": 7.54, "e_lumo_ev": -6.82, "de_lowest_kj_mol": 6.1, "elements": ["Hf", "Cl", "Cl", "O", "O", "N", "N", "N", "C", "C", "C", "C", "C", "C", "C", "C", "C", "C", "C", "C", "C", "C", "C", "C", "C", "C", "H", "H", "H", "H", "H", "H", "H", "H", "H", "H", "H", "H", "H", "H", "H", "H", "H"], "xyz": [[-0.53745, 0.30280, 0.82459], [-0.21605, 5.15326, 1.75165], [-3.69811, 5.66427, -2.29649], [1.38745, -0.35735, 1.00578], [-0.26999, 2.23024, 1.03612], [3.28236, -1.01440, 2.01076], [2.86639, 1.23705, 1.67300], [-1.72928, 1.11681, -0.88556], [-1.37910, -1.82873, 1.95418], [-1.62505, -0.48440, 2.54662], [-1.97472, 5.23384, -0.30148], [-3.21584, 1.25103, -2.75244], [-1.83231, 2.48877, -0.72779], [-2.65132, 3.26925, -1.55638], [-3.34749, 2.60925, -2.58505], [-2.40389, 0.53716, -1.87843], [2.52682, -0.03703, 1.56269], [-0.18119, -3.91972, 1.82448], [-1.06722, 3.07907, 0.29910], [-1.43418, -3.18601, -0.09101], [-1.13956, 4.42254, 0.51136], [-0.52822, -2.78489, 2.53047], [-0.61752, -4.11965, 0.50874], [-2.70245, 4.67425, -1.30576], [-1.80703, -2.04384, 0.63390], [4.58619, -0.82403, 2.65229], [-2.01405, 6.29692, -0.11051], [4.93560, -1.79296, 2.99268], [0.43630, -4.67381, 2.29620], [-2.29098, -0.53523, -1.97798], [4.48297, -0.17397, 3.52039], [-0.33313, -5.01698, -0.02357], [2.23519, 1.96463, 1.37022], [3.73803, 1.51852, 2.09280], [-1.23555, -0.34281, 3.55259], [-3.98401, 3.17949, -3.24947], [-2.68147, -0.19943, 2.53610], [-2.56910, -1.37830, 0.21543], [5.30880, -0.41721, 1.94573], [-3.73950, 0.73223, -3.54164], [-0.17529, -2.63799, 3.54387], [-1.81745, -3.34656, -1.09017], [2.94261, -1.94095, 1.80204]], "forces_ev_per_a": [[0.54, -0.79, 0.02], [0.00, -0.04, -0.01], [0.03, -0.02, 0.03], [-0.10, 0.50, 0.12], [-0.37, 0.03, -0.27], [0.12, 0.11, -0.09], [0.12, 0.14, 0.08], [-0.01, 0.26, 0.14], [0.20, 0.03, 0.13], [-0.22, 0.13, 0.19], [0.18, -0.20, 0.16], [0.05, -0.10, 0.05], [0.03, -0.06, -0.05], [-0.08, 0.07, -0.11], [-0.02, 0.12, -0.01], [-0.04, 0.02, -0.05], [-0.38, -0.21, -0.12], [0.00, -0.08, -0.14], [0.34, -0.41, 0.27], [-0.03, 0.15, 0.11], [-0.10, 0.38, -0.07], [-0.09, 0.11, -0.04], [0.08, -0.08, 0.11], [-0.16, 0.03, -0.17], [-0.04, 0.20, -0.28], [-0.14, -0.09, -0.06], [-0.02, 0.00, -0.02], [0.03, 0.01, 0.01], [0.00, 0.01, 0.00], [-0.03, -0.01, -0.03], [0.03, 0.01, 0.01], [0.00, 0.01, 0.01], [-0.03, -0.04, -0.02], [0.01, -0.02, -0.01], [0.04, -0.06, 0.02], [0.01, 0.02, 0.03], [-0.01, 0.02, -0.07], [-0.06, -0.04, 0.04], [0.02, 0.01, 0.01], [0.02, -0.02, 0.00], [-0.01, -0.01, 0.00], [0.01, -0.01, 0.00], [0.07, -0.04, 0.08]]}

=====

{"formula": "C10H16", "method": "wB97M-V/def2-TZVPD", "homo_ev": -9.130, "e_tot_ev": -10629.744, "orbital_gap_ev": 10.16, "smiles": "Cc1ccccc1.CCC", "e_lumo_ev": 1.03, "de_lowest_kj_mol": 0.0, "elements": ["C", "C", "C", "C", "C", "C", "C", "C", "C", "C", "H", "H", "H", "H", "H", "H", "H", "H", "H", "H", "H", "H", "H", "H", "H", "H"], "xyz": [[1.95057, -0.25592, 1.24845], [-1.25466, 2.31910, -1.01311], [-0.55385, -1.41066, -1.20755], [2.68016, -0.84172, 0.04896], [-1.21447, 0.85041, -0.67364], [-1.15011, -1.87216, -0.04292], [-0.59024, -0.06126, -1.52389], [2.35236, 1.18242, 1.54710], [-1.78554, -0.97570, 0.80290], [-1.81130, 0.37756, 0.48830], [3.42633, 1.27661, 1.72638], [-1.10973, -2.92568, 0.20613], [1.81306, 1.56873, 2.41382], [-0.11932, 0.29326, -2.43401], [0.87467, -0.29694, 1.07422], [2.46187, -0.26652, -0.85278], [2.35836, -1.86918, -0.13841], [-0.04494, -2.09906, -1.87157], [-2.25258, -1.32166, 1.71624], [-2.17770, 2.59188, -1.52970], [-0.42879, 2.59717, -1.66554], [2.09200, 1.83360, 0.70952], [2.13127, -0.87631, 2.12893], [-1.18968, 2.91830, -0.10288], [3.75982, -0.86172, 0.19582], [-2.30139, 1.06149, 1.17059]], "forces_ev_per_a": [[0.01, 0.02, 0.07], [0.02, -0.02, 0.11], [0.02, -0.02, -0.07], [-0.15, -0.16, -0.04], [0.02, 0.17, -0.22], [0.00, -0.11, -0.01], [-0.05, 0.05, 0.15], [-0.15, 0.06, -0.06], [0.01, 0.09, -0.05], [-0.05, -0.24, 0.13], [-0.05, 0.00, 0.03], [-0.02, 0.03, 0.00], [0.10, -0.02, 0.07], [0.00, 0.00, 0.02], [-0.01, 0.00, -0.05], [0.06, 0.04, -0.02], [0.01, 0.04, 0.00], [-0.03, -0.02, 0.03], [0.01, -0.02, -0.01], [-0.03, -0.06, 0.05], [0.06, 0.00, 0.00], [0.08, -0.01, -0.08], [0.07, -0.04, 0.04], [-0.02, 0.03, -0.08], [0.08, 0.09, 0.03], [0.02, 0.10, -0.05]]}

=====

{"formula": "C2H4OS", "method": "wB97M-V/def2-TZVPD", "homo_ev": -8.818, "e_tot_ev": -15018.773, "orbital_gap_ev": 9.21, "smiles": "C[C@@H]1OS1", "e_lumo_ev": 0.39, "de_lowest_kj_mol": 259.8, "elements": ["S", "O", "C", "C", "H", "H", "H", "H"], "xyz": [[-2.03155, 0.55499, -0.01544], [-1.43734, -0.99539, -0.15061], [0.73437, 0.19798, -0.40453], [-0.50529, -0.16848, 0.40304], [-0.00391, -0.28822, 1.61980], [1.16256, 1.00155, 0.27362], [1.42442, -0.65614, -0.28234], [0.65674, 0.35372, -1.44353]], "forces_ev_per_a": [[-1.06, 1.63, 0.43], [0.25, -2.09, 0.02], [0.75, -0.69, 3.14], [3.31, 0.55, 2.40], [-2.51, 0.00, -3.35], [-0.12, -0.42, -1.59], [-0.11, 0.22, -0.01], [-0.50, 0.80, -1.03]]}

=====

{"formula": "CH6N2O2", "method": "wB97M-V/def2-TZVPD", "homo_ev": [-8.654, -8.247], "e_tot_ev": -8200.934, "orbital_gap_ev": [8.90, 8.35], "e_lumo_ev": [0.24, 0.11], "de_lowest_kj_mol": 959.2, "elements": ["O", "O", "N", "N", "C", "H", "H", "H", "H", "H", "H"], "xyz": [[-2.24071, 0.65543, -0.07735], [-2.59307, -0.67242, 0.29546], [-0.23681, 0.33772, 0.76064], [-1.03078, 1.00813, -0.17147], [1.19298, 0.23544, 0.41247], [1.60622, 1.27141, 0.64937], [-0.74271, -0.49151, 0.97196], [-2.55192, -1.26170, -0.50012], [-0.51126, 0.42968, -1.83192], [1.65087, -0.55505, 1.06151], [1.32668, 0.25429, -0.71053]], "forces_ev_per_a": [[-3.64, 1.46, -0.34], [0.37, -1.95, 0.34], [0.07, 0.92, -1.17], [4.24, -1.26, -1.53], [-0.45, 2.34, 0.31], [-0.07, -1.47, 0.16], [0.17, -1.17, 0.35], [0.16, 1.00, 0.11], [-0.38, 0.50, 1.98], [-0.26, 0.74, -1.08], [-0.21, -1.10, 0.85]]}

=====

{"formula": "C2H2N2O2", "method": "wB97M-V/def2-TZVPD", "homo_ev": -10.318, "e_tot_ev": -9177.569, "orbital_gap_ev": 9.53, "smiles": "O=c1cn[nH]o1", "e_lumo_ev": -0.79, "de_lowest_kj_mol": 406.9, "elements": ["O", "O", "N", "N", "C", "C", "H", "H"], "xyz": [[-0.78108, 0.56496, -0.64242], [-1.37533, -1.66790, -1.00476], [1.09215, 0.54559, 0.37487], [0.25843, 1.39073, -0.26141], [-0.59104, -0.79315, -0.43871], [0.45007, -0.66493, 0.46548], [0.01568, 2.06128, 0.36861], [0.93112, -1.43659, 1.13834]], "forces_ev_per_a": [[-3.29, 1.75, -2.31], [4.30, 4.37, 3.15], [-1.65, -2.77, 2.20], [1.73, -5.45, -2.72], [-5.09, -1.89, -2.92], [6.07, 0.38, 1.98], [-1.45, 2.69, 1.98], [-0.61, 0.91, -1.36]]}

=====

{"formula": "C8H11N2OP", "method": "wB97M-V/def2-TZVPD", "homo_ev": [-4.112, -8.768], "e_tot_ev": -22786.409, "orbital_gap_ev": [4.98, 7.08], "multiplicity": 3, "e_lumo_ev": [0.87, -1.69], "de_lowest_kj_mol": 43.5, "elements": ["P", "O", "N", "N", "C", "C", "C", "C", "C", "C", "C", "C", "H", "H", "H", "H", "H", "H", "H", "H", "H", "H", "H"], "xyz": [[1.12940, -1.18035, 0.43083], [0.02034, -1.06735, -0.81574], [0.05248, -0.10291, 1.50879], [2.30510, -0.18973, -0.18169], [-3.53332, -0.24444, -0.76789], [-1.22272, -0.10370, 0.86611], [2.21064, 0.98444, -1.01833], [3.67710, -0.23274, 0.27438], [-1.22067, -0.73988, -0.45554], [-2.30030, -0.71870, -1.32487], [-3.58553, 0.16170, 0.55892], [-2.42964, 0.27866, 1.32939], [2.81999, 1.01295, -1.92923], [2.59755, 1.92430, -0.46390], [3.85912, -1.20363, 0.89566], [-4.45058, 0.65690, 0.97809], [0.01515, -0.49493, 2.49562], [-4.33937, -0.19213, -1.40664], [-2.33648, -0.95316, -2.31183], [-2.58601, 0.63685, 2.31345], [1.07216, 1.06551, -1.10204], [4.25911, -0.09243, -0.61504], [3.98646, 0.79479, 0.74151]], "forces_ev_per_a": [[-0.59, 0.93, 0.87], [1.54, -0.50, -0.38], [-0.60, -1.90, -0.55], [1.42, 0.52, -0.31], [3.46, -1.83, -3.49], [1.47, 0.26, 1.21], [-2.66, 1.83, 1.43], [0.40, -0.08, 1.64], [-0.27, -0.13, -1.64], [-2.08, 1.57, 4.15], [0.47, 1.54, 4.11], [-2.09, 0.08, 0.23], [-0.53, -0.79, -0.12], [-0.78, -1.35, -0.42], [0.19, 2.04, -1.09], [-0.25, -0.28, -0.12], [0.05, 0.78, -1.42], [-1.72, 0.15, -1.15], [0.59, -0.98, -2.64], [0.24, 0.50, 0.89], [1.70, 0.69, -0.97], [0.87, -1.10, -0.62], [-0.85, -1.96, 0.40]]}

=====

{"formula": "CH4N2OS", "method": "wB97M-V/def2-TZVPD", "homo_ev": [-9.373, -9.378], "e_tot_ev": -16958.905, "orbital_gap_ev": [7.38, 7.40], "e_lumo_ev": [-2.00, -1.98], "de_lowest_kj_mol": 606.3, "elements": ["S", "O", "N", "N", "C", "H", "H", "H", "H"], "xyz": [[-1.84060, -1.07654, 1.36760], [-1.45939, -2.12593, 0.26636], [1.15814, 1.28253, 0.81795], [-2.05545, -2.34222, -0.86775], [1.63487, 1.92882, -0.10714], [0.18981, 1.02802, 0.71035], [1.22008, 2.15016, -1.13530], [2.69732, 2.28102, 0.13876], [-1.54478, -3.12586, -1.19082]], "forces_ev_per_a": [[-0.62, 1.21, 0.75], [0.33, -1.77, -1.81], [-1.36, -0.94, 2.23], [-0.63, 1.80, 1.76], [2.96, 1.68, -1.93], [-0.48, -0.46, -0.39], [0.12, -0.08, 1.14], [-1.23, -0.20, -1.06], [0.92, -1.24, -0.70]]}